Entry w
Here is one molecule with the formula C24H29N3O4 from the Open Molecules 2025 dataset. Energies are from wB97M-V/def2-TZVPD.

XYZ file:
```
60
Properties=species:S:1:pos:R:3
C 4.84 2.55 2.22
H 5.22 1.84 2.95
C 4.60 1.86 0.88
H 3.87 1.06 1.01
H 5.53 1.42 0.52
C 4.07 2.85 -0.16
N 3.79 2.21 -1.42
C 2.55 1.78 -1.75
O 1.57 2.01 -1.09
C 2.50 1.01 -3.08
C 3.24 -0.32 -2.98
C 2.17 -1.28 -2.46
O 2.40 -2.36 -1.95
N 0.96 -0.71 -2.68
C -0.28 -1.17 -2.21
C -0.35 -2.04 -1.12
C -1.57 -2.37 -0.57
C -2.75 -1.84 -1.09
C -2.68 -1.04 -2.23
C -1.46 -0.72 -2.79
H -1.43 -0.09 -3.66
H -3.60 -0.67 -2.66
O -3.99 -1.98 -0.54
C -4.11 -2.67 0.68
C -3.29 -2.08 1.85
O -2.98 -2.78 2.79
N -3.00 -0.77 1.69
C -2.10 0.00 2.45
C -1.92 -0.28 3.80
C -1.04 0.47 4.55
C -0.34 1.50 3.96
C -0.50 1.80 2.62
C -1.38 1.04 1.84
C -1.53 1.38 0.38
H -2.11 2.29 0.26
H -2.00 0.58 -0.19
H -0.55 1.55 -0.06
C 0.26 2.93 2.01
H -0.42 3.69 1.62
H 0.91 3.39 2.75
H 0.87 2.58 1.17
H 0.35 2.09 4.55
H -0.90 0.24 5.60
H -2.48 -1.09 4.25
H -3.34 -0.33 0.84
H -5.17 -2.62 0.94
H -3.83 -3.73 0.58
H -1.59 -3.02 0.29
H 0.55 -2.43 -0.68
C 1.06 0.57 -3.36
H 0.88 0.45 -4.44
H 0.34 1.27 -2.94
H 3.57 -0.67 -3.96
H 4.10 -0.32 -2.31
H 2.89 1.66 -3.87
H 4.57 1.93 -1.99
H 3.13 3.29 0.19
H 4.79 3.65 -0.33
H 5.57 3.36 2.11
H 3.92 2.97 2.60
```

The calculation puts the HOMO energy at -8.07 eV. As for the HOMO-LUMO gap: 8.5714 eV. The net charge is 0. The molar mass is 423.5 g mol⁻¹. Its SMILES is CCCNC(=O)[C@H]1CC(=O)N(c2ccc(OCC(=O)Nc3cccc(C)c3C)cc2)C1.

Entry x
Here is one molecule with the formula C24H29N3O4 from the Open Molecules 2025 dataset. Energies are from wB97M-V/def2-TZVPD.

XYZ file:
```
60
Properties=species:S:1:pos:R:3
C 6.25 1.42 1.71
H 7.11 0.93 2.17
O 5.30 0.49 1.25
C 5.68 -0.44 0.33
C 6.94 -0.51 -0.25
C 7.22 -1.49 -1.18
C 6.26 -2.41 -1.54
C 5.00 -2.35 -0.97
C 4.70 -1.38 -0.03
C 3.33 -1.30 0.60
N 2.71 -0.02 0.34
C 2.30 0.79 1.33
O 2.27 0.49 2.50
C 1.83 2.17 0.83
N 0.70 2.11 -0.07
C -0.56 2.51 0.27
O -0.91 2.97 1.33
C -1.44 2.26 -0.96
N -0.45 1.84 -1.93
C 0.79 1.73 -1.41
O 1.80 1.39 -1.98
H -0.66 1.65 -2.89
C -2.45 1.18 -0.62
C -3.40 1.42 0.36
C -4.33 0.45 0.69
C -4.34 -0.79 0.05
C -3.37 -1.02 -0.92
C -2.44 -0.05 -1.25
H -1.69 -0.28 -2.00
H -3.33 -1.97 -1.44
C -5.39 -1.83 0.44
C -5.26 -3.12 -0.37
H -5.39 -2.94 -1.43
H -4.30 -3.60 -0.20
H -6.04 -3.82 -0.05
C -6.78 -1.24 0.19
H -6.95 -0.34 0.78
H -7.55 -1.97 0.45
H -6.90 -0.98 -0.86
C -5.22 -2.16 1.93
H -5.37 -1.29 2.55
H -5.95 -2.92 2.22
H -4.23 -2.55 2.11
H -5.05 0.67 1.46
H -3.40 2.35 0.90
C -2.13 3.56 -1.41
H -2.68 3.99 -0.57
H -1.39 4.28 -1.75
H -2.83 3.35 -2.22
H 1.52 2.76 1.69
H 2.67 2.66 0.31
H 2.73 0.33 -0.61
H 2.70 -2.10 0.21
H 3.41 -1.38 1.69
H 4.25 -3.07 -1.25
H 6.49 -3.18 -2.27
H 8.21 -1.53 -1.62
H 7.71 0.20 0.01
H 5.73 2.01 2.46
H 6.59 2.08 0.91
```

The calculation puts the HOMO energy at -8.45 eV. As for the HOMO-LUMO gap: 9.0555 eV. The net charge is 0. The molar mass is 423.5 g mol⁻¹. Its SMILES is COc1ccccc1CNC(=O)CN1C(=O)N[C@@](C)(c2ccc(C(C)(C)C)cc2)C1=O.

Most stable pick: entry x. Distance to second place: 0.0107 hartree.

Entry w
Here is one molecule with the formula C3H2N2O2 from the Open Molecules 2025 dataset. Energies are from wB97M-V/def2-TZVPD.

XYZ file:
```
9
Properties=species:S:1:pos:R:3
O 2.61 0.26 -0.50
C 1.63 0.61 0.10
C 0.21 0.44 -0.43
N -0.67 -0.01 0.58
C -1.59 -1.03 0.32
N -2.31 -0.12 -0.10
O -0.08 0.80 -1.54
H 1.76 1.14 1.05
H -1.57 -2.09 0.52
```

The calculation puts the HOMO energy at -10.15 eV. As for the HOMO-LUMO gap: 9.2202 eV. The net charge is 0. The molar mass is 98.1 g mol⁻¹. Its SMILES is O=CC(=O)N1C=N1.

Entry x
Here is one molecule with the formula C3H2N2O2 from the Open Molecules 2025 dataset. Energies are from wB97M-V/def2-TZVPD.

XYZ file:
```
9
Properties=species:S:1:pos:R:3
C 1.37 -0.02 -0.04
C -0.69 -1.10 -0.01
C -0.55 1.18 -0.03
H -1.38 -1.96 0.08
H -1.23 1.95 -0.14
N 0.57 -1.22 -0.16
N 0.68 1.22 -0.08
O 2.54 -0.08 0.17
O -1.32 0.02 0.20
```

The calculation puts the HOMO energy at -10.49 eV. As for the HOMO-LUMO gap: 10.7246 eV. The net charge is 0. The molar mass is 98.1 g mol⁻¹. Its SMILES is O=c1ncocn1.

Most stable pick: entry x. Distance to second place: 0.1220 hartree.

Entry w
Here is C3H2N2O2 as an isolated structure from the Open Molecules 2025 dataset. Energies are from wB97M-V/def2-TZVPD.

XYZ file:
```
9
Properties=species:S:1:pos:R:3
O -2.10 -0.17 -1.12
C -1.77 0.26 -0.05
C -0.32 -0.01 0.13
N 0.60 0.85 -0.14
C 1.72 0.09 0.03
N 1.51 -1.16 0.31
O 0.12 -1.25 0.33
H -2.49 0.89 0.54
H 2.72 0.50 -0.02
```

The calculation puts the HOMO energy at -10.72 eV. As for the HOMO-LUMO gap: 10.7190 eV. The net charge is 0. The molar mass is 98.1 g mol⁻¹.

Entry x
Here is one molecule with the formula C3H2N2O2 from the Open Molecules 2025 dataset. Energies are from wB97M-V/def2-TZVPD.

XYZ file:
```
9
Properties=species:S:1:pos:R:3
N -0.29 0.67 -1.63
C 0.39 0.34 -0.64
O 0.17 0.34 0.73
C -0.78 -0.39 1.33
O -1.53 -1.06 0.69
C 2.32 -0.76 -0.87
N 1.79 0.30 -0.73
H -1.23 0.89 -1.33
H -0.83 -0.33 2.44
```

The calculation puts the HOMO energy at -11.46 eV. As for the HOMO-LUMO gap: 11.6592 eV. The net charge is 0. The molar mass is 98.1 g mol⁻¹.

Most stable pick: entry w. Distance to second place: 0.0137 hartree.

Entry w
Here is a 2-piece molecular cluster, C3H2N2O2 overall from the Open Molecules 2025 dataset. Energies are from wB97M-V/def2-TZVPD.

XYZ file:
```
9
Properties=species:S:1:pos:R:3
C -0.26 -1.07 1.21
C 0.96 -1.82 0.99
C -0.60 1.10 -1.11
N -1.30 -0.78 1.64
N -1.62 1.70 -1.19
O 2.10 -1.37 0.74
O 0.32 0.45 -0.80
H 2.38 -0.43 0.49
H -1.97 2.23 -1.96
```

The calculation puts the HOMO energy at -8.90 eV. As for the HOMO-LUMO gap: 8.4183 eV. The net charge is 0. The molar mass is 98.1 g mol⁻¹.

Entry x
Here is one molecule with the formula C3H2N2O2 from the Open Molecules 2025 dataset. Energies are from wB97M-V/def2-TZVPD.

XYZ file:
```
9
Properties=species:S:1:pos:R:3
O 0.84 -1.85 1.60
C 0.27 -0.80 1.51
C 0.54 0.14 0.32
N -0.69 0.61 -0.22
C -0.77 0.49 -1.62
N -0.37 1.64 -1.44
O 1.64 0.43 -0.05
H -0.48 -0.46 2.24
H -1.04 -0.26 -2.36
```

The calculation puts the HOMO energy at -10.11 eV. As for the HOMO-LUMO gap: 9.5378 eV. The net charge is 0. The molar mass is 98.1 g mol⁻¹. Its SMILES is O=CC(=O)N1C=N1.

Most stable pick: entry w. Distance to second place: 0.0105 hartree.